[1]
{"formula": "C42H63Cl3FeGeO2PSe4Te", "method": "ωB97M-V/def2-TZVPD", "species": ["Fe", "C", "C", "C", "C", "C", "C", "C", "Se", "C", "C", "C", "C", "C", "C", "O", "C", "C", "C", "C", "C", "C", "C", "C", "C", "O", "C", "C", "C", "C", "C", "C", "H", "H", "H", "H", "H", "H", "H", "H", "H", "H", "H", "H", "H", "H", "H", "H", "H", "H", "H", "H", "H", "H", "H", "H", "H", "H", "H", "H", "H", "H", "H", "H", "H", "H", "H", "H", "H", "H", "H", "H", "Se", "Se", "Te", "Se", "Cl", "Ge", "Cl", "Cl", "C", "C", "C", "C", "P", "C", "C", "C", "C", "C", "C", "C", "C", "C", "C", "H", "H", "H", "H", "H", "H", "H", "H", "H", "H", "H", "H", "H", "H", "H", "H", "H", "H", "H", "H", "H", "H", "H"], "positions_angstrom": [[-0.268, 0.462, -1.120], [-3.246, -2.788, 4.593], [-1.731, -3.227, 4.494], [-1.680, -4.752, 4.659], [-0.895, -2.505, 5.556], [-1.278, -2.813, 3.075], [-1.375, -1.473, 2.735], [-0.993, -0.989, 1.481], [-1.068, 0.895, 1.089], [0.783, 1.096, 1.702], [1.171, 1.230, 3.034], [2.441, 1.484, 3.416], [3.410, 1.624, 2.423], [3.134, 1.499, 1.066], [1.766, 1.208, 0.676], [1.479, 1.150, -0.576], [4.230, 1.619, 0.043], [3.876, 2.685, -1.083], [5.608, 2.052, 0.659], [4.504, 0.257, -0.655], [2.854, 1.769, 4.858], [3.883, 0.738, 5.313], [1.641, 1.630, 5.805], [3.439, 3.213, 4.989], [-0.590, -1.875, 0.481], [-0.418, -1.486, -0.757], [-0.473, -3.266, 0.786], [-0.806, -3.704, 2.096], [-0.116, -4.230, -0.350], [1.132, -3.783, -1.205], [-1.326, -4.410, -1.302], [0.166, -5.649, 0.155], [-3.665, -3.185, 5.540], [-3.809, -3.279, 3.766], [-3.283, -1.708, 4.517], [-1.930, -4.987, 5.698], [-0.676, -5.184, 4.523], [-2.439, -5.227, 4.011], [-1.207, -2.880, 6.590], [-1.012, -1.398, 5.526], [0.186, -2.712, 5.538], [-1.698, -0.779, 3.475], [0.392, 1.329, 3.795], [4.419, 1.850, 2.730], [4.018, 3.678, -0.623], [2.918, 2.440, -1.551], [4.684, 2.626, -1.810], [5.555, 3.029, 1.144], [6.339, 2.242, -0.160], [6.043, 1.358, 1.391], [3.618, -0.075, -1.204], [4.668, -0.502, 0.089], [5.357, 0.278, -1.348], [3.572, -0.307, 5.064], [4.051, 0.793, 6.401], [4.844, 0.808, 4.769], [1.153, 0.687, 5.642], [0.932, 2.424, 5.579], [1.975, 1.598, 6.856], [4.413, 3.278, 4.460], [3.635, 3.349, 6.071], [2.728, 3.941, 4.622], [-0.665, -4.776, 2.398], [0.922, -2.873, -1.773], [1.419, -4.596, -1.915], [1.956, -3.662, -0.488], [-1.585, -3.460, -1.773], [-2.185, -4.829, -0.732], [-1.145, -5.112, -2.148], [1.144, -5.707, 0.714], [0.335, -6.359, -0.700], [-0.582, -6.147, 0.787], [-5.093, 2.169, 0.503], [-7.220, 2.075, -0.738], [-6.683, -0.259, -1.602], [-5.393, -0.102, 0.655], [1.884, 6.099, 1.637], [-0.035, 5.771, 0.464], [-0.504, 7.345, -1.170], [-1.748, 5.552, 1.876], [-0.025, 1.127, -5.874], [0.411, 1.045, -4.441], [1.242, 2.293, -4.048], [1.175, -0.237, -4.100], [-1.146, 1.043, -3.333], [-2.206, -0.206, -4.141], [-2.943, -0.074, -5.313], [-3.864, -1.055, -5.710], [-3.946, -2.284, -5.038], [-3.162, -2.450, -3.885], [-2.228, -1.459, -3.499], [-2.313, 2.508, -3.109], [-2.345, 3.250, -4.410], [-1.791, 3.362, -1.968], [-3.725, 2.071, -2.750], [0.878, 1.291, -6.439], [-0.549, 2.050, -6.089], [-0.551, 0.201, -6.178], [1.874, 2.499, -4.926], [1.760, 2.070, -3.101], [0.615, 3.180, -3.846], [2.168, -0.204, -4.654], [0.623, -1.109, -4.428], [1.445, -0.328, -3.031], [-2.877, 0.815, -5.932], [-4.456, -0.814, -6.579], [-4.610, -3.073, -5.364], [-3.346, -3.328, -3.257], [-1.574, -1.652, -2.645], [-1.406, 3.750, -4.653], [-3.144, 3.997, -4.273], [-2.585, 2.647, -5.312], [-0.673, 3.428, -1.927], [-2.126, 3.081, -0.938], [-2.100, 4.436, -2.157], [-4.325, 1.688, -3.591], [-4.330, 2.910, -2.302], [-3.703, 1.251, -1.992]], "mulliken_charge": [0.56, -1.52, 2.04, -2.14, -1.52, 0.28, -0.98, -0.10, -0.36, -0.13, -0.70, -0.57, -0.18, -0.61, 1.61, -0.19, 1.97, -0.99, -2.23, -1.22, 2.20, -1.58, -2.06, -1.59, 1.13, -0.70, -0.19, -0.19, 2.33, -1.52, -0.87, -2.10, 0.42, 0.31, 0.35, 0.46, 0.37, 0.40, 0.41, 0.28, 0.32, 0.32, 0.41, 0.28, 0.41, -0.54, 0.54, 0.48, 0.41, 0.33, -0.01, 0.31, 0.41, 0.28, 0.46, 0.30, 0.40, 0.40, 0.43, 0.29, 0.46, 0.35, 0.08, -0.05, 0.39, 0.42, -0.44, 0.35, 0.46, 0.40, 0.39, 0.36, 0.06, -0.27, -0.04, -0.02, -0.47, 0.49, -0.51, -0.47, -1.73, 2.26, -1.35, -1.73, -0.64, 0.57, 0.01, -0.77, -0.89, -0.54, 1.08, 2.77, -1.69, -1.58, -1.54, 0.63, 0.33, 0.30, 0.58, 0.01, 0.24, 0.45, 0.37, 0.01, 0.25, 0.45, 0.41, 0.43, -1.26, 0.30, 0.59, 0.12, 0.14, 0.00, 0.49, 0.26, 0.48, 0.13], "charge": -1, "multiplicity": 5, "e_tot_ev": -455115.0530, "s2": 6.015, "e_lumo_ha": -0.010}



[2]
{"formula": "C42H65Br16N3O10S", "method": "ωB97M-V/def2-TZVPD", "species": ["C", "C", "O", "N", "C", "C", "C", "C", "C", "C", "C", "S", "C", "N", "N", "C", "O", "C", "C", "C", "C", "O", "O", "C", "O", "C", "C", "C", "C", "O", "C", "C", "O", "C", "O", "C", "C", "O", "C", "O", "H", "H", "H", "H", "H", "H", "H", "H", "H", "H", "H", "H", "H", "H", "H", "H", "H", "H", "H", "H", "H", "H", "H", "H", "H", "H", "H", "H", "H", "H", "H", "H", "H", "Br", "C", "C", "Br", "H", "H", "H", "H", "Br", "C", "C", "Br", "H", "H", "H", "H", "Br", "C", "C", "Br", "H", "H", "H", "H", "Br", "C", "C", "Br", "H", "H", "H", "H", "Br", "C", "C", "Br", "H", "H", "H", "H", "Br", "C", "C", "Br", "H", "H", "H", "H", "Br", "C", "C", "Br", "H", "H", "H", "H", "Br", "C", "C", "Br", "H", "H", "H", "H"], "positions_angstrom": [[-5.811, -2.464, 2.383], [-4.648, -1.941, 1.330], [-5.059, -1.158, 0.328], [-3.219, -2.346, 1.616], [-2.885, -3.734, 1.123], [-2.216, -1.301, 1.181], [-1.511, -0.419, 2.414], [-1.936, -0.747, 3.996], [-0.421, 0.809, 2.124], [0.228, 1.620, 3.393], [-0.442, 3.084, 3.700], [-0.315, 3.407, 5.579], [-1.960, 2.862, 6.290], [-2.255, 1.908, 7.427], [-3.644, 1.900, 7.463], [-4.229, 2.795, 6.362], [-3.124, 3.438, 5.595], [-0.087, 1.103, 0.534], [-0.741, 0.215, -0.724], [-1.814, -0.990, -0.379], [-2.433, -1.823, -1.649], [-1.589, -3.058, -1.777], [-1.714, -3.578, -2.965], [-0.281, 0.633, -2.277], [-0.064, -0.245, -3.259], [-0.057, 2.276, -2.497], [-0.488, 2.892, -3.954], [-2.136, 2.865, -4.219], [-2.475, 1.832, -5.484], [-2.891, 2.405, -3.031], [0.514, 3.089, -1.350], [0.680, 4.738, -1.575], [-0.580, 5.403, -1.941], [-1.423, 5.693, -0.770], [-0.789, 6.619, 0.181], [-0.784, 6.092, 1.556], [0.493, 6.670, 2.469], [0.803, 8.085, 2.199], [0.948, 2.336, 0.080], [2.044, 2.677, 0.762], [-6.624, -1.601, 2.521], [-6.304, -3.482, 2.080], [-5.269, -2.535, 3.442], [-3.313, -4.509, 1.918], [-3.306, -3.973, 0.032], [-1.698, -3.843, 1.168], [-2.606, 0.170, 4.363], [-1.014, -0.868, 4.705], [-2.610, -1.697, 4.102], [0.254, 0.949, 4.374], [1.376, 1.824, 3.138], [0.268, 3.893, 3.211], [-1.544, 3.113, 3.306], [-5.341, 3.011, 6.068], [-3.528, -2.209, -1.506], [-2.398, -1.258, -2.677], [-0.981, -4.289, -2.996], [-0.068, 3.988, -4.158], [-0.023, 2.215, -4.801], [-2.463, 3.957, -4.563], [-3.653, 1.786, -5.594], [-1.950, 2.239, -6.476], [-2.098, 0.742, -5.246], [-3.544, 1.688, -3.336], [1.399, 4.846, -2.522], [1.257, 5.239, -0.682], [-1.805, 4.688, -0.307], [-2.397, 6.253, -1.175], [-1.752, 6.375, 2.182], [-0.621, 4.928, 1.508], [1.415, 5.984, 2.152], [0.296, 6.434, 3.617], [1.669, 8.056, 1.659], [-6.905, -6.096, 4.267], [-6.456, -7.047, 2.624], [-5.208, -7.882, 2.799], [-3.606, -6.771, 2.757], [-6.371, -6.297, 1.834], [-7.321, -7.686, 2.421], [-5.093, -8.580, 1.964], [-5.186, -8.439, 3.739], [-3.355, 2.879, 3.427], [-3.898, 2.424, 1.609], [-5.331, 2.826, 1.350], [-6.576, 1.575, 2.181], [-3.715, 1.354, 1.479], [-3.217, 2.985, 0.961], [-5.555, 2.781, 0.280], [-5.578, 3.821, 1.727], [3.858, -4.088, -1.937], [2.458, -4.999, -0.930], [2.072, -6.304, -1.588], [0.943, -5.999, -3.149], [1.625, -4.298, -0.834], [2.891, -5.180, 0.059], [1.464, -6.911, -0.911], [2.931, -6.891, -1.925], [7.991, -3.239, -2.818], [7.445, -3.567, -0.974], [8.290, -4.646, -0.337], [7.754, -6.417, -0.955], [6.379, -3.804, -0.994], [7.591, -2.611, -0.461], [8.137, -4.665, 0.746], [9.357, -4.544, -0.549], [3.517, 6.850, -2.732], [2.235, 8.208, -2.168], [2.936, 9.468, -1.716], [3.697, 9.250, 0.067], [1.610, 7.756, -1.394], [1.622, 8.405, -3.054], [2.223, 10.292, -1.622], [3.752, 9.772, -2.377], [-3.444, -7.391, 6.274], [-1.574, -6.853, 6.406], [-1.437, -5.512, 7.089], [-1.915, -4.055, 5.884], [-1.165, -6.869, 5.392], [-1.094, -7.638, 6.999], [-0.395, -5.324, 7.363], [-2.066, -5.411, 7.977], [9.327, -3.026, -7.320], [10.440, -3.201, -5.728], [11.896, -3.376, -6.094], [12.254, -5.190, -6.713], [10.036, -4.032, -5.145], [10.292, -2.268, -5.174], [12.533, -3.244, -5.215], [12.229, -2.697, -6.884], [3.934, 1.975, -7.729], [3.340, 1.277, -6.007], [2.276, 0.218, -6.183], [0.549, 1.017, -6.610], [3.008, 2.132, -5.412], [4.238, 0.848, -5.550], [2.115, -0.325, -5.248], [2.503, -0.497, -6.979]], "mulliken_charge": [-0.69, 0.57, -0.52, 0.46, 0.23, -0.72, 0.09, -0.81, 0.59, -0.85, 0.95, -0.14, 0.45, -0.24, -0.27, -0.02, -0.21, 0.26, 0.39, 0.73, -0.75, 0.20, -0.57, -0.19, -0.56, 0.49, 1.10, 0.28, -1.25, -0.40, 0.35, -0.53, -0.33, 0.22, -0.36, 0.51, -0.43, -0.50, -0.12, -0.63, 0.17, 0.11, 0.21, -0.52, 0.25, 0.30, -0.10, 0.38, -0.05, 0.34, 0.36, -0.29, -0.62, 0.32, 0.33, 0.15, 0.18, 0.20, -1.15, 0.16, 0.43, 0.24, 0.32, 0.27, 0.11, 0.29, -0.34, 0.28, 0.22, -0.20, 0.25, 0.21, 0.24, -0.12, -0.62, -0.60, -0.07, 0.33, 0.39, 0.37, 0.34, 0.02, 1.24, -0.62, -0.20, -0.50, -0.79, 0.44, 0.46, -0.10, -0.36, -0.59, -0.14, 0.12, 0.36, 0.35, 0.41, -0.08, -0.14, -0.60, -0.14, -0.08, 0.33, 0.35, 0.38, -0.13, -0.22, -0.58, -0.16, -0.02, 0.39, 0.37, 0.41, -0.12, -0.57, -0.62, -0.01, 0.33, 0.35, 0.34, 0.36, -0.12, -0.57, -0.56, -0.14, 0.31, 0.31, 0.35, 0.38, -0.16, -0.53, -0.50, -0.13, 0.24, 0.40, 0.22, 0.43], "e_tot_ev": -1201040.3407, "e_lumo_ha": -0.057}